Entry 1:
{
  "formula": "C21H26N6O3S",
  "method": "wB97M-V/def2-TZVPD",
  "e_above_lowest_kcal_mol": 91.2,
  "homo_lumo_gap_ev": 9.105,
  "smiles": "COc1cc(OC)cc(C(=O)NC2CCN(Cc3nnnn3Cc3cccs3)CC2)c1",
  "spin_multiplicity": 1,
  "lumo_ev": 0.40,
  "symbols": ["C", "O", "C", "C", "C", "O", "C", "C", "C", "C", "O", "N", "C", "C", "C", "N", "C", "C", "N", "N", "N", "N", "C", "C", "C", "C", "C", "S", "C", "C", "C", "H", "H", "H", "H", "H", "H", "H", "H", "H", "H", "H", "H", "H", "H", "H", "H", "H", "H", "H", "H", "H", "H", "H", "H", "H", "H"],
  "xyz": [[-7.5674, 2.2175, -1.3958], [-7.6151, 1.1984, -0.4240], [-6.4749, 0.5146, -0.1502], [-6.5860, -0.4984, 0.7963], [-5.4859, -1.2735, 1.1460], [-5.7236, -2.2480, 2.0665], [-4.6620, -3.0837, 2.4567], [-4.2490, -1.0204, 0.5608], [-4.1375, 0.0008, -0.3763], [-2.8467, 0.3109, -1.0597], [-2.7937, 0.7160, -2.2049], [-1.7394, 0.1179, -0.3020], [-0.4036, 0.3848, -0.7861], [0.2790, 1.4783, 0.0379], [1.7051, 1.7045, -0.4780], [2.5178, 0.4992, -0.5062], [2.9757, 0.0776, 0.8083], [3.9575, 1.0569, 1.3343], [3.9434, 1.6623, 2.4992], [5.0130, 2.4476, 2.5269], [5.6763, 2.3620, 1.4521], [5.0482, 1.4939, 0.6568], [5.5382, 1.1047, -0.6390], [6.1416, -0.2620, -0.5740], [7.1683, -0.6802, 0.2157], [7.4645, -2.0516, 0.0506], [6.6576, -2.6533, -0.8587], [5.5130, -1.5617, -1.5319], [1.8634, -0.5469, -1.2690], [0.4547, -0.8828, -0.7674], [-5.2406, 0.7592, -0.7433], [-7.2635, 1.8272, -2.3717], [-6.8883, 3.0230, -1.0995], [-8.5818, 2.6072, -1.4621], [-7.5400, -0.6961, 1.2556], [-3.8577, -2.5170, 2.9379], [-4.2565, -3.6446, 1.6082], [-5.0868, -3.7814, 3.1766], [-3.3923, -1.6323, 0.7949], [-1.8413, -0.1336, 0.6679], [-0.5277, 0.7254, -1.8204], [-0.2845, 2.4089, -0.0352], [0.3070, 1.1839, 1.0901], [2.2081, 2.4510, 0.1412], [1.6589, 2.0850, -1.5030], [2.1796, -0.0264, 1.5591], [3.4727, -0.8923, 0.6992], [6.2875, 1.8495, -0.9241], [4.7020, 1.1167, -1.3431], [7.6944, -0.0291, 0.8913], [8.2457, -2.5613, 0.5845], [6.6618, -3.6746, -1.1836], [2.4975, -1.4362, -1.2538], [1.7982, -0.1957, -2.3033], [0.0086, -1.6448, -1.4072], [0.5061, -1.2784, 0.2504], [-5.0997, 1.5213, -1.4918]],
  "forces_ev_per_angstrom": [[0.0, 0.2, -0.2], [0.1, -0.3, 0.2], [0.1, -0.2, 0.2], [0.0, 0.0, 0.0], [-0.2, 0.2, -0.1], [-0.2, 0.2, -0.2], [0.2, -0.1, 0.1], [0.2, -0.1, 0.1], [-0.5, -0.1, 0.0], [0.1, -0.1, 0.1], [-0.1, 0.1, -0.2], [0.2, -0.1, 0.2], [0.1, -0.1, 0.1], [0.1, -0.1, -0.3], [-0.1, 0.2, 0.1], [0.1, -0.1, 0.0], [-0.1, -0.1, 0.0], [0.6, 0.2, -0.2], [-0.9, -0.7, -0.1], [0.3, 0.6, 0.8], [1.0, 0.3, -0.9], [-1.2, -0.1, 0.9], [0.4, 0.0, -0.4], [-0.1, -0.3, -0.3], [-0.2, 0.2, -0.2], [0.0, -0.2, 0.0], [-0.3, 0.1, -0.2], [0.5, 0.2, 0.4], [-0.1, -0.3, 0.1], [0.1, 0.3, -0.3], [0.0, 0.2, -0.1], [0.0, 0.0, 0.0], [0.0, 0.0, 0.0], [0.1, 0.0, 0.0], [-0.1, 0.0, 0.1], [0.0, 0.0, 0.0], [0.0, 0.0, 0.0], [0.1, 0.0, 0.0], [0.1, -0.1, 0.0], [-0.1, 0.1, 0.0], [0.1, 0.0, 0.1], [0.0, 0.0, 0.1], [-0.1, 0.0, 0.1], [0.0, 0.1, -0.1], [0.0, 0.1, 0.0], [0.1, 0.0, 0.0], [-0.1, 0.0, 0.0], [-0.2, -0.1, 0.0], [0.2, 0.1, 0.1], [0.1, 0.2, 0.1], [0.1, -0.1, 0.1], [0.1, -0.2, 0.0], [0.0, 0.0, -0.1], [0.0, -0.1, 0.0], [0.0, -0.1, 0.0], [0.0, -0.1, 0.1], [0.0, 0.1, -0.1]]
}

=====

Entry 2:
{
  "formula": "C21H26N7O2RbSSe2Te2",
  "method": "wB97M-V/def2-TZVPD",
  "charge": -2,
  "e_above_lowest_kcal_mol": 11.9,
  "homo_lumo_gap_ev": 4.214,
  "spin_multiplicity": 1,
  "lumo_ev": 3.51,
  "symbols": ["Rb", "C", "C", "N", "C", "C", "C", "C", "C", "C", "C", "N", "C", "C", "N", "N", "H", "H", "H", "H", "H", "H", "H", "H", "H", "H", "H", "H", "H", "H", "H", "H", "H", "H", "Se", "Te", "Te", "Se", "C", "S", "O", "C", "C", "C", "C", "C", "C", "H", "H", "H", "H", "H", "H", "H", "H", "O", "N", "C", "C", "N", "C", "N"],
  "xyz": [[-0.8079, 0.2161, -0.0613], [0.2301, -3.6645, -0.0784], [-0.9831, -3.7485, -0.9932], [-1.3361, -2.4764, -1.6360], [-0.6785, -2.2145, -2.9051], [0.7569, -1.7125, -2.7838], [1.6695, -1.9186, -3.8140], [2.9557, -1.4248, -3.6642], [3.3034, -0.7660, -2.4932], [2.3304, -0.5954, -1.5160], [2.6237, 0.1131, -0.1985], [1.8589, -0.4802, 0.8835], [2.2758, -1.8194, 1.2879], [1.1193, -2.6013, 1.9140], [-0.0148, -2.7279, 1.0111], [1.0851, -1.0421, -1.6850], [1.1031, -3.3452, -0.6492], [0.4386, -4.6792, 0.2979], [-1.8326, -4.0701, -0.3825], [-0.7952, -4.5297, -1.7478], [-2.3360, -2.4606, -1.7769], [-1.2449, -1.4370, -3.4260], [-0.6640, -3.0975, -3.5629], [1.3745, -2.4557, -4.7080], [3.6898, -1.5704, -4.4489], [4.3102, -0.3967, -2.3339], [2.3050, 1.1536, -0.3094], [3.7103, 0.1074, -0.0358], [1.8229, 0.1317, 1.6945], [3.1057, -1.7929, 2.0040], [2.6405, -2.3514, 0.4063], [0.7839, -2.0659, 2.8064], [1.5036, -3.5819, 2.2434], [-0.8099, -3.1047, 1.5357], [-4.8813, 0.4631, 3.3146], [-3.0679, -0.9826, 2.3535], [-4.5272, -3.1467, 1.5491], [-2.7786, -4.9308, 1.8000], [-1.2904, 1.5114, 4.5572], [-0.4639, 1.0792, 3.0375], [1.0220, 1.1478, 3.3185], [-0.8702, 2.5947, 2.1601], [0.1830, 3.4224, 1.8066], [-0.0664, 4.5523, 1.0373], [-1.3587, 4.8378, 0.6220], [-2.4111, 4.0043, 0.9909], [-2.1800, 2.8751, 1.7647], [-0.9103, 2.4852, 4.8732], [-1.0390, 0.7269, 5.2724], [-2.3781, 1.5187, 4.3821], [1.1863, 3.1596, 2.1199], [0.7534, 5.1876, 0.7271], [-1.5421, 5.7013, -0.0078], [-3.4227, 4.2247, 0.6719], [-3.0161, 2.2388, 2.0724], [0.2945, 2.2155, -0.9631], [-0.4951, 2.1909, -1.9262], [-0.4630, 3.2360, -2.7443], [0.4405, 4.3404, -2.5528], [1.1431, 5.2415, -2.4064], [-1.3393, 3.2428, -3.8862], [-2.0154, 3.2710, -4.8189]],
  "forces_ev_per_angstrom": [[-1.2, -1.6, 0.5], [-0.1, 0.2, 0.0], [0.0, 0.2, -0.1], [0.2, -0.1, -0.3], [0.1, 0.1, 0.2], [-0.1, 0.1, 0.0], [0.1, 0.0, 0.0], [0.0, 0.0, 0.0], [0.0, 0.0, 0.0], [-0.1, 0.0, 0.0], [-0.3, -0.3, -0.1], [0.4, 0.1, 0.1], [-0.3, 0.1, -0.1], [-0.1, 0.2, -0.2], [0.1, -0.2, 0.1], [0.3, -0.1, -0.2], [0.1, 0.0, 0.0], [0.0, -0.1, 0.0], [0.1, 0.0, -0.1], [0.0, 0.0, 0.0], [-0.1, 0.1, 0.1], [0.0, 0.0, 0.0], [0.0, -0.1, -0.1], [0.0, 0.0, 0.0], [0.0, 0.0, 0.0], [-0.1, 0.0, 0.0], [0.1, 0.0, 0.0], [0.1, 0.0, 0.0], [0.0, 0.0, 0.0], [0.1, 0.0, 0.1], [0.0, 0.0, 0.0], [0.0, 0.0, 0.0], [0.0, 0.0, 0.0], [0.0, 0.1, 0.0], [0.1, 0.1, 0.0], [-0.5, -0.2, 0.3], [0.1, -0.2, -0.2], [-0.2, -0.2, 0.3], [-0.2, 0.0, 0.2], [0.7, 0.4, 0.3], [-0.4, 0.0, 0.0], [0.0, 0.2, -0.1], [0.0, 0.0, 0.0], [-0.1, 0.0, 0.0], [0.0, 0.0, 0.0], [0.1, 0.0, 0.0], [0.0, -0.1, 0.1], [0.0, -0.1, 0.0], [-0.1, 0.1, 0.0], [0.2, 0.0, 0.0], [0.0, 0.0, 0.0], [0.0, 0.0, 0.0], [0.0, 0.0, 0.0], [0.0, 0.0, 0.0], [0.1, 0.0, -0.1], [1.1, 1.1, -0.1], [-0.3, 0.3, -0.5], [-0.1, 0.4, -0.7], [-0.4, -0.4, 0.0], [0.1, 0.1, 0.0], [0.4, 0.0, 0.5], [-0.1, 0.0, 0.0]]
}

=====

Entry 3:
{
  "formula": "C21H26NO",
  "method": "wB97M-V/def2-TZVPD",
  "charge": 1,
  "e_above_lowest_kcal_mol": 53.0,
  "homo_lumo_gap_ev": 4.184,
  "spin_multiplicity": 1,
  "lumo_ev": -5.47,
  "symbols": ["C", "O", "C", "C", "C", "C", "C", "C", "C", "H", "H", "H", "H", "H", "H", "H", "H", "H", "C", "N", "C", "C", "C", "C", "C", "C", "C", "C", "C", "C", "C", "C", "H", "H", "H", "H", "H", "H", "H", "H", "H", "H", "H", "H", "H", "H", "H", "H", "H"],
  "xyz": [[0.2678, -4.4648, 0.3195], [1.0817, -3.2687, 0.3532], [0.7988, -2.1419, 0.9311], [1.7488, -1.0866, 0.8396], [1.4465, 0.1219, 1.5086], [2.3468, 1.1774, 1.4479], [3.5431, 1.0535, 0.7178], [3.8335, -0.1565, 0.0524], [2.9570, -1.2271, 0.1070], [0.8512, -5.1388, -0.2950], [0.1344, -4.8944, 1.3201], [-0.7104, -4.2882, -0.1455], [-0.1324, -1.9950, 1.4757], [0.5007, 0.1573, 2.0387], [2.1171, 2.1100, 1.9717], [4.2407, 1.9003, 0.6716], [4.7693, -0.2416, -0.5118], [3.1683, -2.1711, -0.3956], [-0.4085, -1.1858, 5.0665], [-1.2442, -0.1304, 5.6168], [-2.2331, 0.3759, 4.8267], [-2.3806, -0.0018, 3.5102], [-3.5228, 0.4600, 2.6840], [-4.1920, 1.7513, 3.1992], [-4.3989, 1.7175, 4.7118], [-3.1132, 1.4207, 5.4847], [-0.9792, 0.3304, 6.9505], [-0.0994, 1.4032, 7.1562], [0.1801, 1.8439, 8.4523], [-0.4185, 1.2249, 9.5525], [-1.3021, 0.1611, 9.3508], [-1.5818, -0.2895, 8.0574], [0.3159, -1.4923, 5.8297], [-1.0261, -2.0490, 4.7834], [0.1314, -0.8447, 4.1707], [-1.7476, -0.7713, 3.0555], [-3.1659, 0.6217, 1.6568], [-4.2865, -0.3459, 2.6087], [-3.5523, 2.6046, 2.9562], [-5.1462, 1.8947, 2.6790], [-4.7883, 2.6880, 5.0413], [-5.1402, 0.9464, 4.9589], [-3.3901, 1.1099, 6.5076], [-2.5588, 2.3706, 5.6092], [0.3354, 1.8894, 6.2741], [0.8756, 2.6672, 8.5895], [-0.1877, 1.5668, 10.5691], [-1.7728, -0.3296, 10.1986], [-2.2911, -1.1073, 7.8783]],
  "forces_ev_per_angstrom": [[-0.6, -0.4, 0.2], [-0.2, 1.3, 0.6], [1.0, -0.8, -0.8], [-0.1, -0.1, 0.0], [0.3, -0.3, -0.4], [0.0, 0.3, 0.1], [-0.6, -0.4, 0.2], [0.3, 0.0, -0.1], [0.0, 0.2, 0.1], [-0.1, -0.1, 0.0], [0.2, 0.3, -0.2], [0.3, 0.2, 0.1], [-0.1, -0.2, 0.0], [0.1, 0.4, 0.1], [0.1, -0.4, -0.2], [-0.3, -0.5, 0.0], [-0.4, 0.0, 0.2], [0.0, 0.3, 0.1], [0.0, 0.1, 0.6], [0.8, -0.7, 0.3], [-0.3, 0.1, -1.3], [0.2, 0.1, 1.6], [-0.8, 0.2, -0.5], [0.3, -0.3, -0.1], [-0.2, -0.2, -0.2], [-0.2, 0.3, 0.0], [0.1, 0.2, 0.5], [-0.3, -0.2, -0.1], [-0.1, -0.2, -0.2], [0.1, 0.0, -0.1], [0.1, 0.0, -0.3], [0.1, 0.1, -0.3], [-0.2, 0.1, -0.3], [0.1, 0.0, 0.0], [0.0, 0.0, 0.1], [-0.2, 0.2, 0.4], [-0.2, 0.0, 0.1], [0.3, 0.4, 0.0], [0.0, 0.0, -0.1], [0.2, 0.1, 0.1], [-0.1, -0.3, 0.0], [0.0, 0.2, -0.1], [0.3, 0.0, -0.4], [0.1, -0.5, -0.1], [-0.1, -0.2, 0.4], [-0.1, -0.1, 0.1], [-0.1, -0.2, -0.5], [0.1, 0.1, -0.1], [0.3, 0.3, 0.1]]
}

=====

Entry 4:
{
  "formula": "C21H26NO",
  "method": "wB97M-V/def2-TZVPD",
  "charge": 1,
  "e_above_lowest_kcal_mol": 41.9,
  "homo_lumo_gap_ev": 8.485,
  "smiles": "COC[C@@H]1CCC[N@@H+]1[C@H](/C=C/c1ccccc1)c1ccccc1",
  "spin_multiplicity": 1,
  "lumo_ev": -2.60,
  "symbols": ["C", "O", "C", "C", "C", "C", "C", "N", "C", "C", "C", "C", "C", "C", "C", "C", "C", "C", "C", "C", "C", "C", "C", "H", "H", "H", "H", "H", "H", "H", "H", "H", "H", "H", "H", "H", "H", "H", "H", "H", "H", "H", "H", "H", "H", "H", "H", "H", "H"],
  "xyz": [[-1.8732, 4.5228, 3.9246], [-0.9548, 3.4613, 4.2504], [-0.1790, 3.6880, 5.3848], [0.6288, 2.4856, 5.8781], [1.6473, 3.0713, 6.8282], [2.9124, 2.2364, 6.7956], [2.9111, 1.5560, 5.4359], [1.4705, 1.5426, 4.9555], [1.2032, 1.4168, 3.5309], [-0.0896, 0.6699, 3.2267], [-1.2201, 1.2061, 2.7315], [-2.4754, 0.4963, 2.5494], [-3.6954, 1.2137, 2.4741], [-4.9051, 0.5502, 2.2787], [-4.9311, -0.8479, 2.1537], [-3.7389, -1.5764, 2.2649], [-2.5257, -0.9167, 2.4734], [2.3899, 0.6656, 2.9385], [3.4290, 1.4073, 2.3626], [4.6586, 0.7931, 2.1116], [4.8050, -0.5891, 2.2975], [3.7128, -1.3451, 2.7184], [2.5078, -0.7249, 3.0683], [-2.4089, 4.2061, 3.0168], [-2.6110, 4.7000, 4.7363], [-1.3421, 5.4747, 3.7203], [0.4431, 4.5953, 5.2360], [-0.8541, 3.8749, 6.2453], [-0.0891, 1.8020, 6.3674], [1.8968, 4.0799, 6.4779], [1.1974, 3.1661, 7.8163], [3.8184, 2.8394, 6.9284], [2.9437, 1.4718, 7.5717], [3.4879, 2.1058, 4.6942], [3.2381, 0.5086, 5.4925], [1.1852, 0.6356, 5.3364], [1.1560, 2.4387, 3.1358], [-0.0200, -0.4243, 3.2923], [-1.2353, 2.2664, 2.4694], [-3.6718, 2.3022, 2.5730], [-5.8348, 1.1164, 2.2019], [-5.8744, -1.3713, 1.9888], [-3.7398, -2.6638, 2.1729], [-1.5969, -1.4860, 2.5486], [3.2993, 2.4901, 2.2241], [5.5084, 1.4099, 1.8052], [5.7720, -1.0627, 2.1013], [3.8052, -2.4237, 2.8169], [1.6939, -1.3245, 3.4761]],
  "forces_ev_per_angstrom": [[0.1, 0.1, 0.2], [-0.5, 0.3, -0.2], [-0.5, 0.5, -0.4], [-0.4, -0.1, -0.1], [0.3, 0.5, 0.6], [0.2, -0.5, 0.2], [0.4, 0.5, -0.3], [-0.7, -0.9, 2.9], [-0.4, -0.1, -2.8], [-0.2, 0.1, -0.1], [1.0, 0.3, 0.3], [-1.2, -1.0, -0.3], [0.6, -0.3, -0.1], [0.1, -0.4, -0.1], [0.3, 0.3, 0.2], [0.2, 0.3, 0.0], [-0.3, 0.5, -0.1], [0.0, 0.0, -0.6], [0.2, -0.2, 0.4], [-0.1, 0.0, -0.1], [0.0, 0.4, -0.1], [-0.1, 0.1, 0.2], [0.5, 0.3, -0.1], [0.3, 0.1, 0.4], [0.4, -0.2, -0.3], [-0.1, -0.5, 0.1], [-0.1, -0.5, 0.1], [0.4, 0.2, -0.1], [0.4, 0.3, -0.2], [-0.1, -0.2, 0.2], [0.2, 0.0, 0.1], [-0.3, -0.1, -0.1], [-0.2, 0.1, 0.1], [0.1, -0.2, 0.2], [0.1, 0.5, -0.3], [-0.3, 0.1, -0.2], [0.0, -0.2, 0.0], [-0.2, 0.6, 0.4], [0.0, -0.4, 0.2], [-0.1, -0.3, -0.1], [0.3, -0.2, 0.1], [0.3, 0.2, 0.0], [-0.1, 0.3, 0.0], [-0.4, 0.1, -0.1], [0.1, -0.5, 0.0], [-0.3, -0.3, -0.1], [-0.4, 0.1, 0.1], [0.0, 0.2, 0.0], [0.3, 0.1, -0.1]]
}